# 1
C2H6O2S | ωB97M-V/def2-TZVPD

The geometry in XYZ format:
```
11
C2H6O2S (ωB97M-V/def2-TZVPD)
C -0.73 -0.44 1.49
S -1.83 -0.08 0.14
H -0.14 -1.34 1.31
H -0.02 0.38 1.58
H -1.41 -0.54 2.34
H -2.31 -1.32 -0.09
O 1.38 -0.44 -0.63
C 1.62 0.41 -1.44
O 0.93 1.56 -1.51
H 2.36 0.38 -2.24
H 0.16 1.42 -0.94
```

Values from the calculation:
E_LUMO (alpha / beta) in eV: -4.433 / -9.462
Multiplicity: 2
E in a.u.: -628.121004
Charge: +1
<S²>: 0.753

***

# 2
C2H6O2S2 | ωB97M-V/def2-TZVPD

The geometry in XYZ format:
```
12
C2H6O2S2 (ωB97M-V/def2-TZVPD)
C 0.97 1.01 0.60
S 1.23 -0.78 0.22
S 2.22 -0.62 -1.62
H 1.91 1.48 0.35
H 0.90 1.01 1.70
H 0.01 1.35 0.22
H 3.18 0.21 -1.18
O -1.88 -1.32 1.06
C -2.41 -0.70 0.19
O -1.89 -0.67 -1.05
H -3.29 -0.06 0.34
H -0.96 -0.90 -0.83
```

Values from the calculation:
E_LUMO in eV: 0.445
SMILES string: O=CO.CSS
E in a.u.: -1026.647645

***

# 3
C2H6O2Sm | ωB97M-V/def2-TZVPD

The geometry in XYZ format:
```
11
C2H6O2Sm (ωB97M-V/def2-TZVPD)
O -0.13 2.32 0.38
Sm -2.37 2.45 0.42
C 0.27 0.31 -0.05
C 1.21 -0.82 0.28
H 0.42 0.48 -1.13
H 0.08 -0.54 1.09
H 1.94 -0.90 -0.53
H 1.79 -0.48 1.15
H -0.09 -1.58 -0.16
O -1.49 -0.54 -0.25
H -1.62 -0.70 -1.19
```

Values from the calculation:
E_LUMO (alpha / beta) in eV: -4.862 / -4.853
Multiplicity: 8
E in a.u.: -887.576452
Charge: +1
<S²>: 15.811

***

# 4
C2H6O3PS | ωB97M-V/def2-TZVPD

The geometry in XYZ format:
```
13
C2H6O3PS (ωB97M-V/def2-TZVPD)
C -0.63 0.21 -0.80
C 1.19 -0.83 0.43
O 1.91 1.51 -0.37
O 3.47 0.30 1.13
O 3.28 -0.50 -1.07
P -1.02 1.74 -0.01
S 2.55 0.21 -0.02
H -1.52 -0.32 -0.96
H 0.02 0.60 -1.55
H 0.77 -0.65 1.48
H 1.26 -1.84 0.24
H 0.35 2.09 0.13
H -1.32 1.35 1.18
```

Values from the calculation:
E_LUMO (alpha / beta) in eV: 3.617 / 3.616
E in a.u.: -1044.976058
Charge: -1

***

# 5
C2H6O3S2 | ωB97M-V/def2-TZVPD

The geometry in XYZ format:
```
13
C2H6O3S2 (ωB97M-V/def2-TZVPD)
C 2.59 -1.08 -0.01
C 1.40 -1.33 0.47
O -3.32 -0.93 0.49
O -1.68 -0.21 -1.34
O -2.06 2.29 -0.73
S -1.69 1.47 0.77
S -1.79 -0.53 0.05
H 3.36 -1.87 -0.08
H -4.00 -1.04 -0.25
H 3.02 -0.17 -0.49
H 0.60 -0.70 0.50
H 1.13 -2.29 0.76
H -2.07 1.64 -1.43
```

Values from the calculation:
E_LUMO in eV: -0.100
E in a.u.: -1101.785511

***

# 6
C2H6O3Si | ωB97M-V/def2-TZVPD

The geometry in XYZ format:
```
12
C2H6O3Si (ωB97M-V/def2-TZVPD)
C 1.97 -0.77 1.82
C 1.53 0.08 0.98
O -3.03 1.27 -0.96
O 2.35 -1.63 2.48
O 0.23 0.70 -1.19
Si 0.27 -0.69 -0.30
H -2.03 1.24 -0.65
H 0.29 0.66 -2.16
H -3.58 1.02 -0.32
H 1.31 -1.61 -1.06
H -0.98 -1.34 0.19
H 1.66 1.07 1.16
```

Values from the calculation:
E_LUMO in eV: 0.399
SMILES string: O=C=C[SiH2]O.O
E in a.u.: -594.993106

***

# 7
C2H6O5P2 | ωB97M-V/def2-TZVPD

The geometry in XYZ format:
```
15
C2H6O5P2 (ωB97M-V/def2-TZVPD)
C -1.99 2.58 -0.02
C -0.62 2.37 0.52
O -0.12 1.15 1.16
P 0.29 -0.08 -0.02
O -0.42 0.15 -1.44
O 2.01 0.00 -0.30
O -0.29 -1.60 0.61
P 0.80 -2.92 0.26
O 0.23 -3.68 -1.01
H -2.95 2.02 0.37
H -2.10 3.38 -0.90
H 0.11 3.31 0.48
H 2.18 -0.27 -1.26
H 2.19 -2.56 0.16
H 0.69 -3.85 1.39
```

Values from the calculation:
E_LUMO in eV: -0.623
SMILES string: C=CO[P@@](=O)(O)O[PH2]=O
E in a.u.: -1138.661187

***

# 8
C2H6OP2 | ωB97M-V/def2-TZVPD

The geometry in XYZ format:
```
11
C2H6OP2 (ωB97M-V/def2-TZVPD)
C -1.59 -0.28 -0.49
C 1.60 -0.39 0.00
O -1.24 0.68 0.44
P 0.35 1.21 0.24
P 0.66 2.12 2.05
H -2.74 -0.39 -0.67
H -1.18 -1.24 -0.18
H -1.28 0.14 -1.42
H 2.23 -0.29 -0.92
H 2.28 -0.31 0.87
H 0.91 -1.26 0.07
```

Values from the calculation:
E_LUMO (alpha / beta) in eV: -1.565 / -1.533
SMILES string: COP(C)#P
E in a.u.: -837.629886

***

# 9
C2H6ORb | ωB97M-V/def2-TZVPD

The geometry in XYZ format:
```
10
C2H6ORb (ωB97M-V/def2-TZVPD)
Rb -10.11 8.21 36.28
C -11.21 11.12 40.15
C -11.06 10.08 39.08
O -10.04 10.44 38.19
H -11.20 12.13 39.74
H -10.50 11.18 40.98
H -12.15 10.77 40.57
H -12.06 10.03 38.66
H -10.78 9.17 39.61
H -9.19 10.20 38.58
```

Values from the calculation:
E_LUMO (alpha / beta) in eV: -8.131 / -14.647
Multiplicity: 2
E in a.u.: -178.370279
Charge: +2
<S²>: 0.754

***

# 10
C2H6OS | ωB97M-V/def2-TZVPD

The geometry in XYZ format:
```
10
C2H6OS (ωB97M-V/def2-TZVPD)
S -1.18 2.20 0.99
H -0.43 1.93 -0.10
H -1.63 3.46 0.57
O 0.51 -1.29 0.51
C 0.47 -1.84 -0.60
C 1.54 -1.85 -1.71
H -0.47 -2.40 -0.89
H 2.49 -1.81 -1.19
H 1.49 -2.95 -2.02
H 1.30 -1.05 -2.49
```

Values from the calculation:
E_LUMO in eV: 0.778
SMILES string: CC=O.S
E in a.u.: -553.182981

***

# 11
C2H6OS | ωB97M-V/def2-TZVPD

The geometry in XYZ format:
```
10
C2H6OS (ωB97M-V/def2-TZVPD)
C 1.13 1.43 1.08
S 1.06 0.57 -0.66
H 1.93 2.23 1.01
H 0.23 1.87 1.43
H 1.65 0.69 1.78
H 0.46 -0.03 -1.85
O -2.47 -1.32 -1.39
C -1.61 -1.70 -0.66
H -1.29 -2.69 -0.73
H -1.09 -1.05 0.00
```

Values from the calculation:
E_LUMO in eV: -0.971
SMILES string: C=O.CS
E in a.u.: -553.080677

***

# 12
C2H6OS | ωB97M-V/def2-TZVPD

The geometry in XYZ format:
```
10
C2H6OS (ωB97M-V/def2-TZVPD)
C -0.55 -0.83 -0.29
C 0.32 0.33 0.06
O -0.08 1.58 -0.20
S 2.03 0.09 0.02
H -0.01 -1.76 -0.13
H -0.84 -0.76 -1.35
H -1.46 -0.85 0.31
H 0.04 0.53 2.44
H -1.03 1.68 -0.13
H 2.33 1.31 0.45
```

Values from the calculation:
E_LUMO (alpha / beta) in eV: -0.299 / 0.570
E in a.u.: -553.070642

***

# 13
C2H6OS2 | ωB97M-V/def2-TZVPD

The geometry in XYZ format:
```
11
C2H6OS2 (ωB97M-V/def2-TZVPD)
S 0.94 -0.43 2.16
S 2.77 -0.70 1.18
H 1.22 0.76 2.71
H 2.88 -1.95 1.61
O -2.85 0.76 -1.22
C -2.37 0.94 -2.30
C -3.04 0.65 -3.61
H -1.34 1.33 -2.41
H -3.06 -0.44 -3.72
H -4.07 0.98 -3.63
H -2.50 1.13 -4.42
```

Values from the calculation:
E_LUMO in eV: 0.358
SMILES string: CC=O.SS
E in a.u.: -951.382474

***

# 14
C2H6OS2 | ωB97M-V/def2-TZVPD

The geometry in XYZ format:
```
11
C2H6OS2 (ωB97M-V/def2-TZVPD)
S 2.07 1.76 1.49
S 1.95 0.03 0.41
H 1.49 1.25 2.58
H 2.64 -0.87 1.11
C -1.26 -1.32 -1.09
C -1.22 0.01 -0.97
O -1.32 0.75 0.17
H -1.06 -1.63 -2.11
H -1.46 -1.91 -0.22
H -1.33 0.71 -1.81
H -0.51 1.23 0.44
```

Values from the calculation:
E_LUMO in eV: 0.286
SMILES string: C=CO.SS
E in a.u.: -951.353887

***

# 15
C2H6OS2 | ωB97M-V/def2-TZVPD

The geometry in XYZ format:
```
11
C2H6OS2 (ωB97M-V/def2-TZVPD)
O 3.07 1.93 0.35
C 2.24 1.43 -0.35
H 1.74 2.02 -1.13
H 2.08 0.36 -0.17
C -1.36 -1.54 0.79
S -0.61 -1.15 -0.79
S -1.56 0.50 -1.51
H -2.02 -2.40 0.69
H -0.59 -1.88 1.50
H -1.88 -0.68 1.22
H -1.10 1.40 -0.59
```

Values from the calculation:
E_LUMO (alpha / beta) in eV: -5.183 / -9.135
Multiplicity: 2
E in a.u.: -951.036767
Charge: +1
<S²>: 0.755

***

# 16
C2H6OSi | ωB97M-V/def2-TZVPD

The geometry in XYZ format:
```
10
C2H6OSi (ωB97M-V/def2-TZVPD)
C 0.62 -0.13 0.09
C 1.86 -0.98 -0.04
O -2.44 -1.20 0.17
Si -1.04 -0.74 0.14
H -1.71 2.50 -0.31
H 0.74 0.85 0.13
H 2.59 -0.64 -0.74
H 2.36 -1.27 0.89
H 1.65 -1.90 -0.48
H -1.54 3.32 0.14
```

Values from the calculation:
E_LUMO in eV: -0.520
E in a.u.: -444.383747

***

# 17
C2H6P2S | ωB97M-V/def2-TZVPD

The geometry in XYZ format:
```
11
C2H6P2S (ωB97M-V/def2-TZVPD)
C 0.26 0.62 -0.21
C -0.88 0.84 0.72
P 1.96 0.56 0.56
P -2.45 -0.04 0.41
S -0.40 2.32 -0.24
H 0.13 0.02 -1.22
H -0.59 1.31 1.72
H 2.34 1.75 0.02
H 2.20 -0.46 -0.31
H -1.82 -1.38 0.51
H -2.26 0.29 -0.99
```

Values from the calculation:
E_LUMO (alpha / beta) in eV: 0.819 / -2.754
Multiplicity: 3
E in a.u.: -1160.440515
<S²>: 2.005

***

# 18
C2H6S2 | ωB97M-V/def2-TZVPD

The geometry in XYZ format:
```
10
C2H6S2 (ωB97M-V/def2-TZVPD)
C 3.51 -0.98 1.17
C -1.54 -1.28 -0.83
S 2.66 -1.07 2.50
S -0.32 -0.06 -0.09
H 0.81 -0.68 0.23
H 4.52 -0.55 1.19
H 3.05 -1.16 0.16
H -2.13 -1.88 -0.07
H -1.14 -1.87 -1.64
H -2.31 -0.62 -1.38
```

Values from the calculation:
E_LUMO in eV: -0.398
SMILES string: C=S.CS
E in a.u.: -876.104766

***

# 19
C2H6SSi | ωB97M-V/def2-TZVPD

The geometry in XYZ format:
```
10
C2H6SSi (ωB97M-V/def2-TZVPD)
C -0.28 -2.47 1.58
C -1.07 -3.17 0.74
Si -0.09 1.87 0.19
S -0.76 -3.51 -0.92
H -0.27 -2.39 2.65
H 0.70 -2.04 1.27
H -2.01 -3.58 1.20
H 1.04 2.18 -0.65
H -1.12 1.03 -0.20
H 0.00 2.21 1.59
```

Values from the calculation:
E_LUMO (alpha / beta) in eV: -0.546 / -2.122
E in a.u.: -767.305438

***

# 20
C2H6Se | ωB97M-V/def2-TZVPD

The geometry in XYZ format:
```
9
C2H6Se (ωB97M-V/def2-TZVPD)
C 0.75 0.42 -0.29
C -0.15 -0.78 0.11
Se -2.02 -0.34 -0.13
H 0.55 0.87 -1.33
H 0.59 1.22 0.43
H 1.78 0.17 -0.06
H 0.10 -0.76 1.40
H 0.01 -1.79 -0.23
H -1.60 0.98 0.10
```

Values from the calculation:
E_LUMO in eV: 0.898
SMILES string: CC[SeH]
E in a.u.: -2481.173660